Entry 1:
124
Properties=species:S:1:pos:R:3:lowdin_spin:R:1 method="wB97M-V/def2-TZVPD" multiplicity=2 e_above_lowest_kcal_mol=0.0 total_charge=+1 gap_ev="6.7063 / 6.7307"
Os -0.27 -0.23 0.58 0.763
C 0.80 4.05 -0.11 0.000
N 1.51 3.12 -0.96 0.000
C 2.81 3.29 -1.39 -0.001
C 3.09 2.25 -2.20 0.000
N 1.97 1.44 -2.27 -0.001
B 2.04 0.20 -3.24 0.000
N 0.79 -0.73 -3.18 0.000
C 0.02 -0.98 -4.30 0.000
C -0.67 -2.13 -4.09 0.000
N -0.32 -2.57 -2.83 0.002
C -0.72 -3.82 -2.21 0.003
C 0.55 -1.69 -2.28 0.003
S 1.23 -1.83 -0.69 0.003
C 1.02 1.96 -1.49 0.001
S -0.60 1.37 -1.23 -0.014
H 1.44 4.36 0.71 0.000
H -0.08 3.55 0.28 0.000
H 0.48 4.92 -0.68 0.000
H 3.41 4.13 -1.09 0.000
H 3.99 2.00 -2.74 0.000
H 2.10 0.63 -4.37 0.000
H 3.01 -0.44 -2.91 0.000
H 0.02 -0.33 -5.16 0.000
H -1.35 -2.68 -4.72 0.000
H -1.65 -4.15 -2.67 0.000
H -0.86 -3.65 -1.16 0.002
H 0.05 -4.58 -2.36 0.000
C -4.02 -0.23 1.73 -0.001
C -4.14 -1.74 1.78 0.008
C -4.91 -2.17 0.52 0.000
C -4.95 -2.18 3.02 0.002
P -2.40 -2.48 1.69 0.037
N -1.50 -1.68 0.64 0.145
C -1.60 -2.46 3.40 0.002
C -1.85 -1.07 3.99 -0.001
C -0.07 -2.61 3.29 -0.002
C -2.14 -3.52 4.37 0.001
C -2.53 -4.25 1.08 0.007
C -1.12 -4.85 1.18 0.002
C -3.51 -5.11 1.88 0.001
C -2.97 -4.24 -0.40 0.002
H -5.00 0.20 1.49 0.000
H -3.32 0.09 0.96 -0.001
H -3.70 0.19 2.68 0.000
H -5.86 -1.62 0.50 0.000
H -5.15 -3.23 0.52 0.000
H -4.36 -1.92 -0.39 0.000
H -5.97 -1.81 2.91 0.000
H -4.55 -1.76 3.95 0.000
H -4.99 -3.26 3.12 0.000
H -1.49 -0.30 3.32 -0.001
H -1.28 -0.99 4.92 0.000
H -2.89 -0.89 4.22 0.000
H 0.35 -1.88 2.60 -0.002
H 0.25 -3.59 2.96 0.000
H 0.37 -2.42 4.27 0.000
H -3.23 -3.53 4.41 0.000
H -1.77 -3.28 5.38 0.000
H -1.78 -4.52 4.13 0.000
H -0.86 -5.12 2.20 0.000
H -0.36 -4.17 0.79 0.002
H -1.09 -5.77 0.59 0.000
H -3.22 -5.23 2.92 0.000
H -3.52 -6.11 1.43 0.000
H -4.54 -4.73 1.85 0.000
H -2.74 -3.29 -0.89 0.001
H -4.04 -4.43 -0.51 0.000
H -2.44 -5.03 -0.94 0.000
C -6.83 3.19 3.94 0.000
C -5.36 2.94 3.72 0.000
C -4.77 3.17 2.48 0.000
C -3.40 2.99 2.28 0.000
C -2.85 3.25 0.90 0.000
C -2.59 2.55 3.36 0.000
Te -0.54 3.06 3.05 0.005
N 0.40 1.42 2.15 0.014
C 1.65 1.95 2.23 0.000
O 1.79 3.06 2.81 0.002
C 2.91 1.31 1.73 0.000
C 4.09 1.63 2.41 0.000
C 5.31 1.13 1.96 0.000
C 5.35 0.33 0.82 0.000
C 4.19 0.02 0.14 0.001
C 2.98 0.52 0.60 0.008
C 0.07 3.27 5.07 0.000
C -0.28 4.51 5.64 0.000
C -1.12 5.55 4.92 0.000
C 0.14 4.78 6.94 0.000
C 0.91 3.88 7.66 0.000
C 1.37 4.19 9.06 0.000
C 1.25 2.67 7.06 0.000
C 0.84 2.34 5.77 0.000
C 1.22 0.98 5.23 0.000
C -3.19 2.27 4.61 0.000
C -2.45 1.74 5.82 0.000
C -4.56 2.47 4.75 0.000
H -7.28 3.68 3.08 0.000
H -6.99 3.82 4.82 0.000
H -7.36 2.25 4.11 0.000
H -5.38 3.50 1.65 0.000
H -3.63 3.19 0.15 0.000
H -2.09 2.52 0.63 0.000
H -2.41 4.25 0.83 0.000
H 4.04 2.26 3.29 0.000
H 6.22 1.37 2.50 0.000
H 6.31 -0.04 0.46 0.000
H 4.21 -0.59 -0.75 0.000
H 2.09 0.30 0.05 0.006
H -2.06 5.13 4.55 0.000
H -0.58 5.98 4.08 0.000
H -1.37 6.37 5.60 0.000
H -0.14 5.72 7.39 0.000
H 1.22 5.24 9.30 0.000
H 2.43 3.95 9.19 0.000
H 0.81 3.59 9.79 0.000
H 1.84 1.94 7.61 0.000
H 2.29 0.92 5.04 0.000
H 0.70 0.74 4.31 0.000
H 0.98 0.21 5.97 0.000
H -1.47 1.37 5.56 0.000
H -3.02 0.92 6.26 0.000
H -2.33 2.52 6.58 0.000
H -5.01 2.26 5.72 0.000

Entry 2:
147
Properties=species:S:1:pos:R:3:lowdin_charge:R:1 method="wB97M-V/def2-TZVPD" multiplicity=1 total_charge=0 smiles="CCOB(O)[C@@]1(C(F)(F)CC[Si](C)(C)c2ccccc2)OC(=O)O[C@]1(CCCN)CNC.O=C1OCCO1.O=C1OCCO1.O=C1OCCO1.O=C1OCCO1.O=C1OCCO1.O=C1OCCO1.O=C1OCCO1.O=C1OCCO1" gap_ev=8.5303
C -2.22 -0.74 -0.49 -0.073
C -1.00 0.10 -1.22 -0.196
O -1.06 1.56 -1.04 -0.036
B 0.02 2.06 -0.15 -0.386
O 1.34 2.29 -0.76 0.080
C -0.36 2.33 1.45 -0.108
C -1.61 3.39 1.40 -0.165
F -1.54 4.25 0.16 -0.021
F -1.53 4.38 2.54 -0.035
C -3.10 2.72 1.49 -0.113
C -3.44 2.10 2.97 -0.257
Si -5.32 2.04 3.41 0.513
C -6.31 0.77 2.32 -0.208
C -5.41 1.39 5.27 -0.233
C -6.20 3.75 3.42 -0.202
C -7.38 4.18 2.31 -0.065
C -8.18 5.63 2.34 -0.074
C -7.84 6.74 3.52 -0.076
C -6.66 6.39 4.62 -0.078
C -5.89 4.93 4.56 -0.057
O -0.61 0.94 1.92 -0.012
C 0.75 0.34 1.74 -0.211
O 1.12 -0.88 1.35 0.051
O 1.69 1.43 2.16 -0.018
C 0.90 2.66 2.49 -0.208
C 1.90 3.93 2.08 -0.059
C 1.60 5.31 2.93 -0.189
C 2.83 5.73 3.97 -0.259
N 2.89 4.79 5.17 -0.057
C 0.51 2.44 4.07 -0.142
N 1.34 1.36 4.77 -0.144
C 1.02 1.45 6.28 -0.145
H -3.25 -0.52 -1.06 0.082
H -2.05 -1.91 -0.53 0.095
H -2.40 -0.46 0.63 0.066
H 0.08 -0.28 -0.96 0.124
H -1.13 -0.09 -2.39 0.140
H 1.27 3.12 -1.32 0.134
H -3.11 1.83 0.70 0.126
H -3.92 3.50 1.11 0.140
H -3.07 0.97 2.95 0.102
H -2.85 2.61 3.84 0.082
H -5.50 0.07 1.82 0.052
H -6.87 1.40 1.49 0.023
H -7.06 0.19 3.01 0.059
H -6.50 1.54 5.71 0.058
H -5.01 0.30 5.38 0.051
H -4.73 2.16 5.87 0.040
H -7.68 3.43 1.46 0.064
H -9.03 5.87 1.55 0.080
H -8.44 7.75 3.53 0.079
H -6.44 7.21 5.45 0.087
H -5.08 4.72 5.39 0.079
H 1.80 4.23 0.93 0.126
H 3.05 3.66 2.22 0.147
H 1.43 6.21 2.17 0.085
H 0.63 5.27 3.60 0.101
H 2.50 6.79 4.41 0.123
H 3.86 5.88 3.42 0.118
H 2.05 4.92 5.79 0.065
H 2.96 3.80 4.85 0.054
H 0.65 3.42 4.74 0.111
H -0.62 2.12 4.24 0.124
H 0.97 0.39 4.52 0.110
H -0.16 1.31 6.36 0.091
H 1.41 2.44 6.77 0.086
H 1.47 0.46 6.78 0.102
C 0.24 -4.86 2.97 -0.146
C -0.35 -3.86 2.03 -0.145
O -1.67 -3.70 2.51 0.063
C -1.66 -4.05 3.83 -0.519
O -2.59 -3.86 4.60 0.121
O -0.47 -4.62 4.18 0.056
H 1.31 -4.70 3.12 0.118
H 0.07 -5.89 2.66 0.139
H 0.16 -2.90 2.06 0.112
H -0.36 -4.23 0.99 0.117
C 0.39 -6.38 -2.17 -0.128
C 1.82 -6.77 -2.39 -0.146
O 2.53 -5.90 -1.52 0.071
C 1.66 -5.51 -0.54 -0.498
O 1.98 -4.90 0.46 0.128
O 0.38 -5.90 -0.83 0.056
H -0.30 -7.22 -2.28 0.136
H 0.07 -5.56 -2.83 0.142
H 2.01 -7.80 -2.09 0.134
H 2.13 -6.63 -3.42 0.137
C 0.21 8.43 -1.35 -0.133
C 0.26 9.53 -0.35 -0.132
O 0.94 8.95 0.75 0.068
C 1.69 7.92 0.25 -0.507
O 2.53 7.31 0.88 0.104
O 1.37 7.67 -1.06 0.053
H 0.24 8.79 -2.38 0.122
H -0.67 7.79 -1.22 0.139
H 0.84 10.40 -0.71 0.137
H -0.73 9.87 -0.05 0.139
C 3.81 -5.69 4.76 -0.149
C 3.86 -4.58 5.76 -0.141
O 4.54 -5.16 6.85 0.063
C 5.29 -6.19 6.35 -0.516
O 6.13 -6.80 6.99 0.131
O 4.97 -6.44 5.05 0.064
H 3.84 -5.32 3.73 0.135
H 2.93 -6.32 4.88 0.136
H 4.44 -3.72 5.40 0.138
H 2.87 -4.24 6.06 0.137
C 3.54 -10.21 -5.61 -0.146
C 2.95 -9.22 -6.55 -0.154
O 1.63 -9.06 -6.07 0.067
C 1.64 -9.40 -4.75 -0.516
O 0.71 -9.22 -3.98 0.120
O 2.83 -9.98 -4.41 0.063
H 4.61 -10.06 -5.46 0.137
H 3.37 -11.25 -5.92 0.141
H 3.46 -8.25 -6.52 0.139
H 2.94 -9.58 -7.59 0.121
C 5.78 -8.48 -10.86 -0.137
C 6.89 -8.21 -9.89 -0.137
O 6.38 -8.71 -8.67 0.068
C 5.44 -9.64 -8.98 -0.493
O 4.92 -10.40 -8.18 0.122
O 5.15 -9.63 -10.32 0.072
H 6.15 -8.68 -11.87 0.140
H 5.05 -7.66 -10.90 0.138
H 7.81 -8.75 -10.14 0.139
H 7.11 -7.14 -9.81 0.140
C 4.08 8.15 -3.76 -0.133
C 4.46 8.90 -4.99 -0.139
O 3.23 9.08 -5.66 0.067
C 2.25 9.00 -4.72 -0.509
O 1.07 9.27 -4.91 0.130
O 2.75 8.57 -3.52 0.046
H 4.72 8.38 -2.91 0.142
H 4.08 7.06 -3.92 0.140
H 4.88 9.89 -4.76 0.137
H 5.17 8.35 -5.62 0.138
C -5.79 -1.66 -5.04 -0.142
C -5.74 -0.55 -4.04 -0.140
O -5.06 -1.13 -2.94 0.049
C -4.31 -2.16 -3.44 -0.513
O -3.47 -2.77 -2.81 0.127
O -4.63 -2.42 -4.74 0.064
H -5.76 -1.29 -6.07 0.137
H -6.67 -2.29 -4.91 0.137
H -5.16 0.31 -4.40 0.138
H -6.73 -0.21 -3.74 0.138

Entry 3:
127
Properties=species:S:1:pos:R:3:lowdin_charge:R:1 method="wB97M-V/def2-TZVPD" multiplicity=1 total_charge=+1 gap_ev=5.2255
C -0.80 1.27 0.15 -0.039
C -0.22 0.49 -1.02 -0.173
O 0.50 -0.66 -0.50 -0.071
C 1.09 -1.45 -1.40 -0.197
C 2.30 -1.13 -1.99 -0.113
C 3.04 0.13 -1.60 -0.150
C 4.04 -0.07 -0.44 -0.661
C 4.75 -1.41 -0.41 -0.115
Cl 3.12 0.12 1.10 0.688
C 2.82 -2.02 -2.92 0.038
C 2.17 -3.21 -3.20 0.037
C 1.00 -3.53 -2.53 -0.153
C 0.32 -4.84 -2.74 0.004
C 0.59 -5.82 -1.58 -0.439
O -0.22 -6.65 -1.28 0.147
N 1.86 -5.65 -0.93 -0.173
C 2.67 -6.87 -1.08 -0.051
C 1.63 -5.36 0.51 -0.039
N 0.48 -2.64 -1.66 0.120
C -0.74 -2.96 -0.88 -0.081
C -2.06 -2.43 -1.49 -0.158
C -3.13 -3.53 -1.68 -0.174
P -4.78 -3.16 -1.01 0.461
O -5.30 -4.30 -0.24 -0.241
O -5.62 -2.74 -2.27 -0.204
C -7.03 -3.09 -2.29 -0.235
C -7.75 -2.18 -3.29 -0.062
O -4.65 -1.83 -0.15 -0.210
C -4.06 -1.98 1.17 -0.288
C -5.13 -2.12 2.26 -0.054
H -1.01 2.29 -0.17 0.094
H -1.73 0.84 0.50 0.078
H -0.09 1.30 0.98 0.063
H -1.02 0.18 -1.69 0.122
H 0.46 1.12 -1.60 0.116
H 2.29 0.84 -1.24 0.064
H 3.52 0.60 -2.46 0.116
H 4.78 0.72 -0.46 0.108
H 5.30 -1.56 -1.34 0.091
H 4.07 -2.24 -0.27 0.074
H 5.46 -1.42 0.42 0.086
H 3.76 -1.80 -3.41 0.131
H 2.59 -3.91 -3.90 0.136
H 0.72 -5.31 -3.65 0.145
H -0.75 -4.73 -2.85 0.126
H 2.12 -7.76 -0.75 0.095
H 3.02 -6.98 -2.10 0.091
H 3.55 -6.77 -0.44 0.095
H 0.66 -4.88 0.67 0.082
H 2.41 -4.69 0.88 0.090
H 1.64 -6.28 1.10 0.074
H -0.81 -4.04 -0.77 0.099
H -0.59 -2.57 0.12 0.103
H -2.43 -1.64 -0.85 0.089
H -1.83 -1.97 -2.46 0.123
H -2.84 -4.47 -1.21 0.095
H -3.25 -3.73 -2.74 0.099
H -7.46 -2.97 -1.30 0.114
H -7.13 -4.13 -2.58 0.119
H -8.42 -2.76 -3.92 0.076
H -8.33 -1.41 -2.79 0.075
H -7.03 -1.68 -3.94 0.076
H -3.42 -2.87 1.18 0.111
H -3.43 -1.11 1.33 0.090
H -4.94 -1.40 3.05 0.076
H -6.12 -1.94 1.85 0.086
H -5.10 -3.12 2.69 0.086
N 0.15 -0.38 3.06 0.017
C -0.82 -1.09 2.39 -0.154
C -1.84 -1.33 3.26 -0.089
C -1.49 -0.75 4.50 -0.077
C -0.26 -0.17 4.35 -0.115
H 1.01 -0.07 2.65 0.070
H -0.68 -1.35 1.35 0.067
H -2.75 -1.88 3.04 0.061
H -2.07 -0.76 5.41 0.100
H 0.36 0.37 5.04 0.114
N 4.64 1.00 -5.12 -0.015
C 5.75 1.69 -4.68 -0.148
C 6.16 2.50 -5.70 -0.099
C 5.27 2.30 -6.79 -0.098
C 4.35 1.37 -6.41 -0.136
H 4.13 0.32 -4.59 0.099
H 6.15 1.53 -3.69 0.099
H 7.00 3.17 -5.67 0.097
H 5.30 2.79 -7.75 0.097
H 3.51 0.94 -6.93 0.106
N 2.06 3.79 -0.08 0.005
C 2.26 4.80 -0.98 -0.130
C 1.62 5.91 -0.51 -0.103
C 1.01 5.56 0.72 -0.104
C 1.29 4.25 0.96 -0.143
H 2.42 2.86 -0.15 0.101
H 2.85 4.64 -1.87 0.108
H 1.60 6.88 -1.00 0.089
H 0.42 6.20 1.37 0.089
H 1.02 3.60 1.78 0.107
N 1.07 9.27 0.83 0.010
C 1.63 9.95 1.88 -0.164
C 1.71 11.27 1.53 -0.096
C 1.18 11.39 0.21 -0.101
C 0.80 10.14 -0.19 -0.137
H 0.90 8.28 0.81 0.100
H 1.92 9.44 2.78 0.102
H 2.09 12.07 2.15 0.096
H 1.10 12.30 -0.37 0.093
H 0.36 9.80 -1.11 0.106
N -0.74 -7.76 2.01 -0.002
C -2.06 -7.78 2.37 -0.137
C -2.11 -7.91 3.74 -0.106
C -0.77 -7.97 4.21 -0.107
C 0.05 -7.88 3.12 -0.155
H -0.41 -7.68 1.06 0.109
H -2.84 -7.71 1.64 0.107
H -3.01 -7.96 4.33 0.093
H -0.45 -8.08 5.23 0.092
H 1.12 -7.88 3.04 0.098
N -0.77 9.16 4.02 0.006
C -2.04 8.74 4.27 -0.144
C -2.11 8.36 5.58 -0.115
C -0.82 8.56 6.15 -0.113
C -0.02 9.06 5.16 -0.148
H -0.43 9.50 3.13 0.107
H -2.79 8.75 3.50 0.103
H -2.99 7.98 6.09 0.088
H -0.52 8.36 7.17 0.089
H 1.02 9.35 5.17 0.100

> Which value of multiplicity does entry 2 give?

1

> Look up the multiplicity of the first one.

2

> Which value of multiplicity does entry 2 give?

1